22
Properties=species:S:1:pos:R:3:forces:R:3 method="wB97M-V/def2-TZVPD" e_above_lowest_kj_mol=190.7 fmax_ha_per_bohr=0.0451 charge=+1 e_tot_ev=-12360.9115
C 1.3843 -1.6221 -2.3792 0.94 0.05 0.00
C 1.2198 -0.9931 -0.0472 -0.97 -0.34 0.45
N 0.9637 -2.2721 0.4897 0.53 -1.27 -1.61
N 0.9366 -0.7081 -1.3011 0.23 -0.66 -1.42
N 1.5542 -0.0638 0.8118 0.68 1.13 0.50
H 0.3170 -2.7992 -0.1261 -0.11 0.99 0.36
H 1.7329 -2.9385 0.3936 0.62 0.51 0.83
H 0.6550 0.2118 -1.6070 0.19 0.26 0.58
H 1.5353 0.9112 0.5551 0.12 -0.06 -0.53
H 1.9978 -0.2080 1.7068 -0.63 -0.75 0.13
H 0.9232 -2.5947 -2.2824 -0.07 -0.22 -0.12
H 2.4938 -1.7115 -2.3252 -0.73 -0.19 0.06
H 1.2052 -1.2327 -3.3911 -0.45 0.15 0.64
C -1.6592 2.8173 1.0098 -0.73 2.00 -0.91
C -1.4406 1.4143 0.6031 -0.59 -1.85 -0.50
O -0.7429 1.0018 -0.3151 0.17 0.78 0.17
N -2.3214 0.5202 1.2010 0.77 0.84 0.77
H -2.1998 -0.4562 0.9863 0.14 0.00 -0.07
H -2.5530 0.7185 2.1735 -0.28 -0.09 -0.48
H -1.3671 3.5987 0.2744 0.29 -1.07 -0.07
H -1.1801 3.2168 1.9212 -0.77 -0.81 0.08
H -2.7710 2.8477 0.9133 0.66 0.59 1.13


39
Properties=species:S:1:pos:R:3:forces:R:3 method="wB97M-V/def2-TZVPD" multiplicity=9 e_above_lowest_kj_mol=0.0 fmax_ha_per_bohr=0.0917 s_squared=20.0115 charge=+2 e_tot_ev=-98822.5022
Fe 0.0715 2.6735 -1.4240 0.16 -1.10 1.20
Fe 0.1144 -2.5346 0.9842 0.30 1.04 -0.27
C -0.3275 0.3432 -0.4737 0.20 -1.12 2.02
O 0.4176 0.6305 -1.4265 2.72 -0.32 -3.84
O -0.8786 1.3972 -0.0397 -1.95 2.38 1.38
O -0.4379 -0.7802 0.0627 -0.41 0.27 -0.15
O -2.7616 3.0890 0.9577 0.18 0.27 -0.17
H -2.1552 2.4687 0.5411 -0.22 -0.27 0.21
H -3.5540 3.0636 0.4163 -0.22 0.13 0.06
O -0.7283 -3.6891 -0.5898 0.07 -0.18 0.28
H -0.5632 -3.6238 -1.5351 0.24 0.25 -0.21
H -1.5339 -4.2090 -0.5158 -0.22 -0.09 0.22
O 2.8461 -0.6234 -1.8550 0.12 -0.24 0.03
H 2.0087 -0.1513 -1.9457 -0.36 0.10 0.02
H 3.4007 -0.0456 -1.3261 0.29 0.01 0.01
O -1.5907 -2.5658 2.1917 0.42 -0.76 0.20
H -2.2154 -1.8401 2.3386 -0.49 0.77 -0.54
H -1.6655 -3.1052 2.9839 0.10 -0.26 0.13
O -1.0504 -0.8652 -3.2660 -0.01 -0.17 0.06
H -0.5836 -0.4658 -2.5239 0.11 -0.05 -0.30
H -1.5766 -0.1553 -3.6401 -0.20 -0.07 -0.18
O -3.0482 -0.3307 1.7014 0.19 -0.25 0.19
H -3.8186 -0.0339 1.2130 -0.29 -0.04 0.12
H -2.3015 -0.0886 1.1489 0.23 0.19 -0.18
O 2.0057 -2.4415 -0.0665 -0.52 -1.00 0.73
H 2.2726 -1.8295 -0.7689 0.16 0.76 -0.60
H 2.5895 -3.1986 -0.1661 0.09 -0.20 0.06
O 1.4267 2.9822 -2.9513 -0.21 -0.08 -0.09
H 1.4111 2.3311 -3.6612 -0.06 -0.31 -0.19
H 2.0233 3.6707 -3.2623 0.06 0.44 0.14
O 1.6028 3.0343 0.0219 0.03 0.09 -0.17
H 2.4725 2.6493 -0.1180 0.17 -0.09 -0.17
H 1.6199 3.3559 0.9275 -0.26 0.29 0.16
O 1.1235 -1.3897 2.5332 0.19 -0.82 -0.10
H 1.8333 -1.5930 3.1472 0.13 -0.36 -0.01
H 0.9177 -0.4529 2.6901 -0.53 0.61 -0.11
O 0.2288 1.0711 2.6878 0.32 0.20 -0.02
H 0.4872 1.8588 3.1724 -0.07 0.00 0.39
H -0.0829 1.3937 1.8360 -0.43 -0.06 -0.29


73
Properties=species:S:1:pos:R:3:forces:R:3 method="wB97M-V/def2-TZVPD" fmax_ha_per_bohr=0.0150 smiles=C[C@H](Cl)CCOCCOCCCOCCOc1ccc(C(C)(C)CC(C)(C)C)cc1 charge=0 e_tot_ev=-47333.3065
C 10.7264 -1.4408 -0.9627 -0.22 0.14 -0.03
C 9.9435 -1.8644 0.2651 0.24 -0.05 0.11
Cl 8.4087 -2.6909 -0.1828 -0.15 -0.02 0.02
C 9.7056 -0.7497 1.2686 -0.10 0.35 -0.26
C 8.5943 0.2520 0.9258 0.20 0.14 0.22
O 8.4287 0.4015 -0.4683 -0.08 -0.19 -0.05
C 7.0788 0.4846 -0.8780 0.24 0.29 -0.04
C 6.4724 1.8669 -0.6304 -0.35 -0.25 0.21
O 5.3597 1.7679 0.2510 -0.03 0.01 -0.04
C 4.2815 2.6204 -0.0936 0.32 -0.07 0.14
C 3.3426 2.7222 1.0868 0.13 0.07 -0.13
C 2.0269 3.4027 0.7247 0.04 -0.43 0.40
O 0.9465 2.5971 1.1728 -0.01 0.06 -0.10
C -0.2551 3.3317 1.3513 0.20 -0.45 0.47
C -1.3994 2.3436 1.2712 -0.05 -0.06 -0.47
O -2.5677 3.0117 0.7907 0.01 -0.11 0.06
C -3.5305 2.1171 0.3627 -0.27 -0.07 0.06
C -4.4125 1.5405 1.2729 -0.03 -0.16 -0.57
C -5.3837 0.6427 0.8255 0.32 0.30 -0.39
C -5.5113 0.2967 -0.5278 0.28 0.37 0.22
C -6.5479 -0.7239 -1.0247 0.18 0.11 -0.48
C -7.0482 -0.2942 -2.4231 -0.06 -0.42 0.38
C -7.7935 -0.7610 -0.1392 -0.13 0.42 -0.13
C -5.8561 -2.1065 -1.2448 -0.02 0.39 0.51
C -5.8085 -3.1625 -0.1255 0.22 -0.66 -0.34
C -4.7508 -4.2224 -0.5738 -0.04 0.44 -0.12
C -5.3718 -2.6115 1.2279 0.04 -0.36 0.08
C -7.1475 -3.9148 0.0349 0.51 0.47 0.28
C -4.6155 0.9140 -1.4215 0.16 0.14 0.56
C -3.6330 1.8110 -0.9903 -0.53 -0.40 0.38
H 10.6771 -2.2072 -1.7282 0.16 -0.16 -0.06
H 10.3485 -0.5155 -1.3824 -0.10 0.06 -0.02
H 11.7581 -1.2843 -0.6571 0.19 -0.02 -0.07
H 10.5187 -2.6341 0.7696 -0.03 -0.19 0.05
H 10.6436 -0.2024 1.3628 0.19 -0.07 -0.01
H 9.4908 -1.1755 2.2444 -0.06 -0.04 0.16
H 7.6656 -0.0434 1.4124 -0.21 -0.17 -0.18
H 8.8626 1.2237 1.3471 -0.01 0.07 0.17
H 6.4774 -0.2707 -0.3760 -0.12 -0.09 0.11
H 7.0761 0.2673 -1.9422 0.07 -0.08 -0.12
H 7.2141 2.5225 -0.1752 0.21 0.11 -0.10
H 6.1591 2.2931 -1.5822 -0.08 0.17 -0.10
H 4.6631 3.6151 -0.3421 0.00 0.12 -0.14
H 3.7749 2.2168 -0.9748 -0.15 0.00 -0.11
H 3.1574 1.7254 1.4758 -0.17 -0.13 -0.01
H 3.8486 3.2858 1.8660 0.05 -0.05 0.21
H 1.9540 3.5218 -0.3590 -0.10 0.24 -0.12
H 1.9748 4.3730 1.2169 -0.05 0.25 -0.14
H -0.3687 4.1070 0.5980 -0.10 0.09 -0.19
H -0.2282 3.7758 2.3486 -0.03 0.39 -0.02
H -1.1177 1.5608 0.5650 0.05 -0.06 -0.08
H -1.5949 1.8650 2.2301 -0.06 0.00 0.16
H -4.3415 1.7947 2.3191 0.02 0.04 0.12
H -6.0427 0.2152 1.5603 -0.05 -0.03 0.11
H -6.2881 -0.4427 -3.1823 0.12 0.18 -0.17
H -7.8808 -0.9469 -2.6834 -0.12 0.00 -0.10
H -7.4056 0.7304 -2.4091 0.06 0.19 -0.12
H -7.5904 -0.6374 0.9155 -0.02 -0.32 0.19
H -8.3802 -1.6570 -0.3022 -0.01 -0.13 -0.02
H -8.4328 0.0790 -0.4115 -0.05 0.13 0.02
H -4.8226 -1.8858 -1.5044 0.13 0.10 -0.12
H -6.2905 -2.5581 -2.1360 -0.14 -0.22 -0.04
H -4.0662 -3.8219 -1.3185 0.07 0.09 -0.08
H -5.2171 -5.0983 -1.0148 -0.07 -0.14 -0.03
H -4.1303 -4.5276 0.2631 -0.05 -0.24 0.17
H -6.1607 -2.0629 1.7329 -0.01 0.29 -0.07
H -5.1387 -3.4549 1.8771 0.02 -0.09 0.12
H -4.4692 -2.0121 1.1519 0.06 0.21 0.00
H -7.6209 -4.0269 -0.9353 -0.22 -0.17 -0.08
H -7.8007 -3.3827 0.7213 -0.25 -0.03 -0.08
H -6.9478 -4.8908 0.4649 -0.11 -0.23 0.05
H -4.6504 0.7099 -2.4787 -0.13 -0.12 -0.14
H -2.9603 2.2755 -1.6927 0.11 0.06 -0.10